Record 1
17
Properties=species:S:1:pos:R:3 method="wB97M-V/def2-TZVPD" e_above_lowest_ev=1.656 smiles="COC(C)(C)C=O" largest_force_ev_per_a=0.54 gap_ev=10.489
C -0.321 -0.507 1.970
O 0.679 -0.312 0.990
C 0.210 0.108 -0.290
C -0.913 -0.759 -0.841
C 1.437 0.087 -1.194
C -0.238 1.560 -0.112
O -1.355 1.971 -0.313
H -1.090 0.278 1.946
H 0.181 -0.471 2.940
H -0.812 -1.482 1.857
H -1.842 -0.630 -0.281
H -0.614 -1.812 -0.808
H -1.122 -0.491 -1.881
H 1.716 -0.947 -1.416
H 1.237 0.604 -2.139
H 2.280 0.573 -0.694
H 0.567 2.229 0.266

Record 2
32
Properties=species:S:1:pos:R:3 method="wB97M-V/def2-TZVPD" e_above_lowest_ev=0.000 smiles="CC(=O)Sc1ccc(N(CCBr)CCBr)cc1" largest_force_ev_per_a=4.11 gap_ev=8.694
O -4.310 -0.481 -1.923
Br 1.855 -3.489 0.684
Br 3.972 2.078 -1.163
S -3.330 1.947 -1.586
C -4.440 0.556 -1.298
C -1.101 1.784 0.050
C -1.138 0.165 -1.726
C 0.095 1.286 0.457
C -0.029 -0.424 -1.260
C -1.785 1.168 -1.012
C 0.588 0.103 -0.064
N 1.803 -0.447 0.291
C -5.425 0.558 -0.138
C 1.236 -2.132 1.908
C 4.203 0.398 -0.087
C 1.865 -0.773 1.737
C 3.078 -0.553 -0.499
H -1.485 2.703 0.553
H -1.418 -0.153 -2.758
H 0.622 1.822 1.209
H 0.484 -1.257 -1.656
H -6.065 1.523 -0.050
H -6.068 -0.228 -0.300
H -4.855 0.411 0.777
H 1.299 -2.483 2.961
H 0.180 -1.917 1.781
H 4.371 0.599 0.985
H 5.119 -0.095 -0.444
H 1.418 0.069 2.424
H 2.869 -0.828 2.158
H 2.795 -0.466 -1.512
H 3.596 -1.443 -0.498

Record 3
15
Properties=species:S:1:pos:R:3 method="wB97M-V/def2-TZVPD" e_above_lowest_ev=1.016 charge=+2 largest_force_ev_per_a=10.58 gap_ev=7.370
C -1.718 -0.412 1.195
C -0.411 -0.638 0.546
C 0.687 0.144 0.705
C 1.851 -0.149 -0.058
O 2.904 0.516 0.032
Sn 4.517 0.600 -0.554
H -2.510 -0.423 0.431
H -1.742 0.505 1.793
H -0.354 -1.468 -0.166
H -1.907 -1.291 1.842
H 0.701 1.001 1.381
H 1.814 -0.998 -0.761
H -0.751 1.213 -1.651
O -1.214 0.487 -2.083
H -1.866 0.911 -2.650

Record 4
57
Properties=species:S:1:pos:R:3 method="wB97M-V/def2-TZVPD" e_above_lowest_ev=0.000 charge=+1 largest_force_ev_per_a=2.77 gap_ev=4.832
Mg 0.470 0.189 -0.347
C 2.296 1.942 3.425
C 1.760 1.795 2.135
N 1.413 0.641 1.599
C 1.690 -0.543 2.283
C 2.214 -0.476 3.648
C 2.468 0.807 4.198
C 2.304 -1.710 4.347
C 2.000 -2.920 3.705
C 1.569 -2.991 2.404
C 1.517 -1.825 1.616
N 1.263 -1.719 0.272
C 1.508 -2.689 -0.679
C 2.121 -3.968 -0.520
C 2.043 -4.934 -1.512
C 1.418 -4.657 -2.700
C 0.955 -3.346 -3.031
C 0.480 -2.956 -4.324
C 0.220 -1.639 -4.543
C 0.318 -0.691 -3.513
N 0.644 -1.029 -2.254
C 1.049 -2.342 -2.029
H 2.516 2.916 3.828
H 1.549 2.655 1.504
H 2.883 0.859 5.206
H 2.678 -1.728 5.390
H 2.130 -3.841 4.296
H 1.282 -3.967 2.006
H 2.597 -4.178 0.465
H 2.525 -5.904 -1.371
H 1.221 -5.505 -3.385
H 0.461 -3.672 -5.132
H -0.044 -1.315 -5.542
H 0.190 0.390 -3.765
Se -5.241 5.433 0.191
N -5.088 3.687 0.717
C -3.931 3.277 0.205
C -3.423 1.909 0.390
C -4.175 0.914 1.022
C -3.610 -0.366 1.257
C -2.326 -0.583 0.866
N -1.545 0.355 0.297
C -2.112 1.553 -0.044
C -1.276 2.523 -0.717
N 0.010 2.206 -1.071
C 0.721 3.110 -1.797
C 0.192 4.292 -2.223
C -1.087 4.684 -1.839
C -1.817 3.857 -0.983
C -3.079 4.247 -0.443
N -3.608 5.477 -0.602
H -5.192 1.110 1.389
H -4.171 -1.170 1.699
H -1.945 -1.585 0.997
H 1.740 2.787 -2.056
H 0.763 4.989 -2.815
H -1.507 5.645 -2.120

Number 1: LUMO level 0.92 eV, total energy -9441.3868 eV, highest occupied orbital energy -0.352 hartree. Number 2: LUMO level 0.58 eV, total energy -167143.1577 eV, highest occupied orbital energy -0.298 hartree. Number 3: LUMO level -10.58 eV, total energy -14183.4338 eV, highest occupied orbital energy -0.660 hartree. Number 4: LUMO level -4.06 eV, total energy -112622.6344 eV, highest occupied orbital energy -0.327 hartree.